Record 1
Density functional theory data (ωB97M-V/def2-TZVPD) for a single C4H9NO2 molecule in a non-equilibrium geometry.

Calculated values
**LUMO energy**: 0.800 eV
**Strongest force on any atom**: 1.70 eV/A
**SMILES string**: C/N=C\O[C@@H](C)O
**ΔE to the lowest compared entry with this formula, charge and spin**: 51.1 kcal per mole

Last column: Mulliken charge in e.
Positions of all 16 atoms, in Å:
C  1.062625  0.170903  0.226468  0.2008
C  -2.096702  -0.193574  0.740851  -0.6865
C  1.362321  -1.180919  -0.411994  -1.0120
N  -1.850213  0.930560  -0.115104  -0.4358
C  -0.891118  1.242727  -0.851103  0.1102
O  2.196876  0.839653  0.635547  -0.5496
O  0.433194  1.029607  -0.812149  -0.3636
H  2.726448  1.054298  -0.143624  0.3456
H  0.445612  0.073759  1.121442  0.3147
H  -1.097844  1.980987  -1.625999  0.3601
H  -1.921290  0.098312  1.779885  0.3030
H  -1.520016  -1.096330  0.520556  0.2045
H  -3.157277  -0.436930  0.640162  0.2805
H  0.437757  -1.666724  -0.712542  0.2851
H  1.889242  -1.808038  0.303796  0.3051
H  1.980385  -1.038293  -1.296193  0.3380

Force components x, y, z for each atom (eV/Å):
C -0.26 0.09 -0.91
C 0.15 0.25 0.53
C -0.17 0.41 0.22
N -0.70 -0.63 -0.94
C -0.27 1.20 0.52
O 0.24 0.20 0.04
O 0.76 -1.34 0.71
H -0.02 -0.07 0.06
H -0.22 0.17 -0.29
H 0.26 0.07 -0.05
H -0.04 -0.21 0.09
H 0.12 0.07 -0.02
H 0.12 -0.10 0.13
H -0.06 -0.09 -0.03
H 0.01 -0.05 0.01
H 0.06 0.02 -0.05


Record 2
Density functional theory data (ωB97M-V/def2-TZVPD) for a molecular structure, C2H3FO2PPd in a non-equilibrium geometry.

Calculated values
**LUMO energy (alpha / beta)**: 4.030 / 3.764 eV
**Strongest force on any atom**: 11.43 eV/A
**Spin multiplicity**: 3
**Charge**: -1
**ΔE to the lowest compared entry with this formula, charge and spin**: 17.6 kcal per mole

Last column: Mulliken charge in e.
Positions of all 10 atoms, in Å:
P  -2.724129  -0.483793  -0.827229  -0.0892
F  -2.037569  -1.186253  0.749058  -0.5120
O  -0.080030  1.016743  0.645128  -0.8550
C  1.240078  0.775071  0.466580  -0.2266
H  1.956112  1.524791  0.828829  0.3445
H  -2.907617  0.915395  -0.613190  -0.0209
C  1.663041  -0.344305  -0.172136  -0.2030
O  0.781122  -1.228989  -0.685893  -0.8961
Pd  -0.626538  -0.432880  -0.107679  1.1241
H  2.735530  -0.555779  -0.283468  0.3342

Force components x, y, z for each atom (eV/Å):
P -1.50 -0.06 -0.99
F -6.92 -2.72 3.87
O 5.07 8.09 3.75
C 1.56 1.25 0.52
H -0.06 -0.21 -0.03
H -0.17 0.04 0.47
C 2.12 0.08 -0.22
O 9.94 -3.06 -2.87
Pd -9.88 -3.57 -4.50
H -0.15 0.15 0.02


Record 3
Density functional theory data (ωB97M-V/def2-TZVPD) for 2 unconnected molecules or ions with the total composition C6H10N2O3 in a non-equilibrium geometry.

Calculated values
**LUMO energy**: 0.441 eV
**Strongest force on any atom**: 1.16 eV/A
**SMILES string**: NC(=O)CC=O.C1=NOCC1
**ΔE to the lowest compared entry with this formula, charge and spin**: 73.9 kcal per mole

Last column: Mulliken charge in e.
Positions of all 21 atoms, in Å:
C  -1.963429  -0.827961  -0.560361  0.5237
C  -2.865304  0.367976  -0.455073  -0.6139
C  -2.067321  1.584828  -0.001437  0.1144
C  1.811072  -0.782499  -0.292672  0.4359
C  2.456606  -0.015153  0.853639  -0.3823
C  3.126801  1.085399  0.082484  -0.1944
H  -1.154320  -2.282417  0.550708  0.2649
H  -2.400393  -1.395482  1.354677  0.2182
H  -3.654828  0.208059  0.293853  0.3413
H  -3.333387  0.589486  -1.421728  0.2872
H  -1.295157  1.343371  0.788300  0.2581
H  2.220071  -1.792737  -0.392470  0.2787
H  0.731182  -0.860225  -0.224227  -0.5596
H  3.205043  -0.614639  1.420236  0.2836
H  1.736433  0.398761  1.559213  0.2638
H  3.730949  1.898215  0.481496  0.3980
N  -1.710070  -1.447366  0.610482  -0.3603
N  2.932074  1.030268  -1.175513  -0.3021
O  -1.421364  -1.130754  -1.606244  -0.5808
O  -2.238065  2.707206  -0.381094  -0.4566
O  2.153415  -0.064333  -1.484276  -0.2177

Force components x, y, z for each atom (eV/Å):
C 0.10 0.26 -1.12
C -0.51 0.63 -0.29
C 0.34 -0.17 0.61
C 0.26 -0.51 0.14
C 0.58 -0.14 0.47
C 0.04 0.17 -0.51
H 0.02 -0.18 0.08
H 0.44 -0.04 -0.27
H 0.12 0.06 -0.09
H 0.15 -0.12 0.26
H -0.31 0.22 -0.43
H -0.05 0.07 0.02
H -0.08 0.14 -0.05
H -0.55 0.38 -0.30
H -0.01 -0.07 0.10
H -0.19 -0.24 -0.06
N -0.30 -0.40 0.97
N 0.24 0.15 0.57
O -0.08 -0.02 0.36
O -0.05 -0.26 -0.05
O -0.17 0.08 -0.41